Below is one molecule with the formula C15H24N2O3, with properties calculated with ωB97M-V/def2-TZVPD.

As for the spin multiplicity: 1. Its largest force on an atom is 0.733 eV Å⁻¹. Its SMILES is CCCCCCCCCn1cc(C(C)=O)c(=O)[nH]c1=O. As for the LUMO energy: 0.0587 eV.

Structure (XYZ):
```
44
Properties=species:S:1:pos:R:3:lowdin_charge:R:1
C -3.588 -6.268 -2.969 -0.120
C -3.690 -4.835 -3.476 -0.279
C -3.283 -3.824 -2.406 -0.237
C -3.384 -2.387 -2.914 -0.222
C -3.076 -1.337 -1.845 -0.219
C -1.597 -1.290 -1.465 -0.211
C -1.293 -0.298 -0.340 -0.208
C -1.481 1.158 -0.761 -0.170
C -1.117 2.146 0.350 -0.128
N 0.298 2.090 0.674 0.007
C 0.762 1.320 1.671 0.026
C 2.079 1.171 1.989 -0.050
C 2.404 0.277 3.131 -0.409
C 3.847 0.143 3.501 -0.007
O 1.517 -0.306 3.719 0.068
C 3.071 1.887 1.202 -0.407
O 4.274 1.882 1.321 0.082
N 2.491 2.663 0.193 0.217
C 1.171 2.813 -0.136 -0.465
O 0.791 3.513 -1.041 0.104
H -4.237 -6.415 -2.108 0.070
H -3.883 -6.971 -3.744 0.066
H -2.567 -6.495 -2.669 0.070
H -3.046 -4.712 -4.350 0.108
H -4.716 -4.634 -3.791 0.107
H -2.260 -4.037 -2.092 0.106
H -3.930 -3.944 -1.534 0.118
H -2.704 -2.252 -3.758 0.115
H -4.400 -2.221 -3.282 0.111
H -3.672 -1.548 -0.953 0.116
H -3.381 -0.361 -2.226 0.103
H -1.282 -2.281 -1.135 0.105
H -1.007 -1.029 -2.346 0.119
H -0.258 -0.451 -0.022 0.107
H -1.939 -0.517 0.514 0.119
H -0.867 1.374 -1.637 0.121
H -2.522 1.336 -1.029 0.113
H -1.332 3.163 0.013 0.128
H -1.686 1.931 1.256 0.132
H 0.027 0.789 2.263 0.149
H 4.259 1.119 3.748 0.092
H 4.414 -0.233 2.652 0.091
H 3.946 -0.532 4.347 0.087
H 3.144 3.187 -0.383 0.173
```